Formula: C20H42F2InNO18S7
Source: the Open Molecules 2025 dataset
Level of theory: ωB97M-V/def2-TZVPD

Results
* F_max: 0.08418 Eh/bohr
* energy above the lowest of the compared OMol25 structures with the same formula, charge and spin: 0.0 kcal/mol
* M: 961.83 g/mol
* E_LUMO: -0.4615 Eh

ORCA input file:
```
! wB97M-V def2-TZVPD RIJCOSX def2/J DEFGRID3
* xyz 2 1
In -1.667 -0.423 3.698
N -0.547 0.990 1.544
S -0.387 2.553 1.327
O -1.195 3.031 0.250
O 0.939 3.049 1.401
F -1.104 3.106 2.596
S -0.298 0.407 -0.010
O 0.870 0.876 -0.650
O -1.428 0.075 -0.780
F 0.219 -0.972 0.570
C 4.159 0.480 4.520
C 4.215 0.848 3.041
C 2.901 0.385 2.418
S 2.622 -1.242 3.170
O 3.105 -2.322 2.350
O 1.271 -1.327 3.677
C 3.780 -1.003 4.528
H 3.392 1.011 5.084
H 5.135 0.596 4.986
H 5.010 0.350 2.485
H 4.311 1.924 2.890
H 2.941 0.251 1.340
H 2.061 1.004 2.721
H 4.678 -1.562 4.244
H 3.436 -1.546 5.406
C -6.328 2.420 -0.128
C -5.303 1.649 -1.008
C -3.954 2.152 -0.556
S -4.053 2.385 1.257
O -3.636 3.717 1.561
O -3.520 1.268 2.020
C -5.903 2.238 1.304
H -7.276 1.917 -0.330
H -6.403 3.459 -0.442
H -5.425 1.957 -2.047
H -5.467 0.578 -0.911
H -3.761 3.171 -0.908
H -3.008 1.680 -0.823
H -6.220 2.967 2.045
H -6.031 1.203 1.620
C 1.865 0.100 -5.298
C 0.926 -0.570 -6.334
C -0.217 -1.263 -5.638
S -0.378 -0.579 -3.963
O -0.746 -1.656 -3.099
O -1.145 0.641 -4.000
C 1.388 -0.212 -3.876
H 1.781 1.182 -5.384
H 2.906 -0.201 -5.385
H 1.441 -1.239 -7.023
H 0.561 0.240 -6.966
H 0.008 -2.312 -5.406
H -1.170 -1.404 -6.146
H 1.797 -1.181 -3.572
H 1.578 0.494 -3.071
C 1.108 -4.058 -0.076
C 1.535 -5.247 0.802
C 0.828 -5.087 2.115
S -0.770 -4.225 1.727
O -0.728 -2.899 2.335
O -1.922 -5.042 1.990
C -0.405 -4.019 -0.043
H 1.467 -4.079 -1.106
H 1.511 -3.120 0.314
H 2.622 -5.267 0.833
H 1.190 -6.130 0.258
H 1.260 -4.386 2.830
H 0.454 -5.941 2.680
H -0.951 -3.212 -0.529
H -0.759 -4.920 -0.560
C 3.802 4.699 -0.304
C 3.817 5.123 -1.787
O 4.861 6.067 -1.923
S 5.693 6.294 -0.585
O 5.785 7.656 -0.267
O 6.843 5.496 -0.647
O 4.626 5.624 0.388
H 4.268 3.714 -0.188
H 2.796 4.676 0.110
H 2.846 5.527 -2.072
H 4.073 4.282 -2.432
C -4.247 -3.261 0.615
C -4.071 -1.774 0.766
O -2.774 -1.472 1.230
O -3.340 -3.696 -0.379
H -5.303 -3.518 0.479
H -4.031 -3.737 1.585
H -4.807 -1.428 1.497
H -4.317 -1.257 -0.173
H -2.203 -2.089 0.751
H -3.482 -4.634 -0.536
*
```

Mulliken population analysis, charges in e, atoms 1 to 4: In 1.290; N 0.063; S 0.736; O -0.518